[1]
DFT (ωB97M-V/def2-TZVPD) results for C21H49AsN4O6P2PdSSi2 as an isolated structure.

```
87
Properties=species:S:1:pos:R:3
Pd -0.012 -0.118 0.530
C -1.736 1.989 -1.455
N -1.809 1.487 -0.072
C -3.043 0.706 0.167
P -1.255 2.327 1.267
O -0.614 1.328 2.188
O -0.187 3.347 0.656
P 1.318 2.988 0.117
O 1.431 1.495 0.068
N 1.486 3.640 -1.349
C 1.715 2.837 -2.551
C 1.486 5.091 -1.548
N 2.241 3.827 1.155
C 3.650 4.055 0.812
C 1.987 3.821 2.596
N -2.423 3.178 1.972
C -3.189 4.150 1.190
C -2.518 3.317 3.429
H -2.685 2.447 -1.739
H -1.534 1.146 -2.116
H -0.941 2.721 -1.561
H -3.924 1.340 0.051
H -3.033 0.279 1.169
H -3.086 -0.110 -0.552
H 1.607 1.780 -2.323
H 2.718 3.017 -2.945
H 0.990 3.113 -3.318
H 1.181 5.601 -0.637
H 0.785 5.347 -2.344
H 2.478 5.446 -1.834
H 3.782 4.078 -0.267
H 4.289 3.273 1.227
H 3.960 5.016 1.222
H 0.920 3.805 2.802
H 2.403 4.732 3.024
H 2.457 2.962 3.083
H -3.092 3.947 0.124
H -2.840 5.167 1.381
H -4.243 4.081 1.460
H -1.930 2.544 3.914
H -3.560 3.209 3.727
H -2.161 4.298 3.747
C 1.631 -0.758 4.030
Si 0.574 -1.826 2.955
C 0.963 -3.625 2.777
C -1.229 -1.571 3.238
As 2.192 -1.397 0.795
Si 3.597 -3.181 -0.307
C 3.359 -2.672 -2.074
C 2.941 -4.848 0.134
C 5.261 -2.819 0.416
H 1.404 -1.010 5.071
H 1.358 0.288 3.873
H 2.702 -0.886 3.877
H 0.494 -4.131 3.629
H 2.025 -3.862 2.787
H 0.505 -4.015 1.866
H -1.381 -1.998 4.239
H -1.844 -2.129 2.537
H -1.523 -0.525 3.273
H 2.425 -2.133 -2.229
H 3.310 -3.578 -2.684
H 4.190 -2.059 -2.426
H 1.871 -4.933 -0.039
H 3.196 -5.162 1.145
H 3.440 -5.536 -0.559
H 5.588 -1.797 0.225
H 5.982 -3.492 -0.060
H 5.293 -3.009 1.489
C -4.944 -4.019 -4.922
C -3.899 -3.544 -3.954
C -3.805 -4.100 -2.678
C -2.826 -3.693 -1.792
C -1.931 -2.705 -2.189
C -2.001 -2.130 -3.450
C -2.988 -2.556 -4.323
S -0.672 -2.234 -1.080
O -0.107 -0.929 -1.554
O 0.324 -3.272 -0.973
O -1.313 -1.931 0.239
H -5.787 -4.475 -4.406
H -4.519 -4.770 -5.592
H -5.313 -3.201 -5.539
H -4.510 -4.864 -2.376
H -2.758 -4.130 -0.804
H -1.292 -1.368 -3.742
H -3.051 -2.116 -5.310
```

* maximum force: 0.0127 Eh/bohr
* ⟨S²⟩: 6.011
* net charge: +2
* energy relative to the best compared isomer or geometry (same formula, charge and spin): 0.0 kcal/mol
* multiplicity: 5
* orbital gap (spin up / spin down): 8.4 / 5.9 eV
* LUMO (spin up / spin down): -5.23 / -7.74 eV
* E_tot: -5523.24631 Eh

***

[2]
DFT (ωB97M-V/def2-TZVPD) results for C21H49Cl8FNO4PSi2 as an isolated structure at a distorted geometry.

```
87
Properties=species:S:1:pos:R:3
C 2.305 4.267 2.096
C 1.288 4.119 0.901
C 0.487 2.737 0.914
N 1.103 1.877 -0.112
Si 0.686 0.152 0.020
C -0.951 -0.158 -0.955
C -2.029 0.952 -0.733
C -1.905 2.024 -1.877
O -3.316 0.291 -0.930
O 1.896 -0.718 -0.844
Si 3.395 -0.826 -0.029
C 4.011 0.805 0.722
C 4.419 1.871 -0.369
F 5.582 2.546 0.058
O 3.277 -2.100 1.115
C 4.311 -3.073 0.997
C 3.780 -4.545 0.816
C 4.014 -5.140 -0.624
O 2.367 -4.636 1.081
P 0.302 -0.594 2.055
C -1.413 -0.108 2.652
C 1.556 -0.018 3.323
H 3.183 4.846 1.707
H 1.865 4.925 2.888
H 2.675 3.301 2.499
H 0.567 4.967 0.942
H 1.851 4.181 -0.055
H -0.574 3.026 0.689
H 0.522 2.322 1.942
H 0.926 2.243 -1.043
H -1.358 -1.120 -0.548
H -0.711 -0.319 -2.032
H -2.061 1.371 0.295
H -0.866 2.158 -2.265
H -2.493 1.625 -2.740
H -2.332 3.001 -1.550
H -3.971 0.931 -0.621
H 4.390 -1.208 -1.056
H 4.962 0.583 1.278
H 3.301 1.299 1.418
H 3.599 2.595 -0.572
H 4.708 1.325 -1.295
H 4.892 -3.046 1.959
H 5.054 -2.880 0.188
H 4.297 -5.249 1.522
H 4.809 -5.928 -0.596
H 4.376 -4.357 -1.330
H 3.100 -5.622 -1.043
H 2.296 -4.427 2.022
H -2.143 -0.772 2.126
H -1.566 -0.270 3.743
H -1.650 0.969 2.445
H 1.314 -0.552 4.280
H 2.605 -0.299 3.080
H 1.545 1.074 3.553
Cl 0.865 -9.546 2.370
C -0.116 -8.644 1.186
C 0.052 -7.148 1.328
Cl -0.669 -6.532 2.839
H -1.155 -8.944 1.311
H 0.214 -8.958 0.196
H -0.454 -6.639 0.507
H 1.100 -6.858 1.311
Cl -2.589 6.778 -1.274
C -1.007 7.281 -0.627
C 0.054 7.347 -1.703
Cl 0.484 5.733 -2.323
H -0.731 6.587 0.164
H -1.144 8.267 -0.184
H 0.966 7.784 -1.296
H -0.269 7.956 -2.546
Cl -2.855 3.360 -5.538
C -4.139 2.306 -6.181
C -5.389 2.349 -5.332
Cl -5.142 1.585 -3.742
H -3.741 1.295 -6.255
H -4.365 2.659 -7.188
H -6.191 1.801 -5.826
H -5.726 3.371 -5.167
Cl -3.340 -2.847 2.716
C -4.706 -3.554 1.820
C -5.422 -2.524 0.974
Cl -6.300 -1.333 1.966
H -5.378 -4.020 2.539
H -4.296 -4.336 1.181
H -6.162 -3.016 0.341
H -4.729 -1.982 0.331
```

* maximum force: 0.0519 Eh/bohr
* orbital gap: 8.4 eV
* LUMO: 0.56 eV
* E_tot: -5887.12337 Eh

***

[3]
DFT (ωB97M-V/def2-TZVPD) results for a 3-piece molecular cluster, C21H49NO11PS2 overall at a distorted geometry.

```
85
Properties=species:S:1:pos:R:3
C -0.317 -5.407 0.070
C 0.114 -6.055 1.513
O 1.306 -6.957 1.436
C 2.555 -6.145 1.502
C 3.301 -6.370 2.963
C 4.761 -5.609 3.084
C 4.620 -3.958 2.909
C 4.524 -3.273 4.431
S 3.714 -1.565 4.151
O 3.864 -0.795 5.491
O 2.253 -1.866 3.736
N 4.683 -0.774 2.933
S 3.711 0.076 1.756
O 2.483 0.821 2.333
O 4.647 1.197 1.155
P 3.288 -1.283 0.154
C 1.858 -0.639 -0.981
C 4.831 -1.263 -1.036
H 0.338 -4.437 -0.122
H -0.166 -6.163 -0.819
H -1.442 -5.048 0.039
H 0.329 -5.245 2.341
H -0.784 -6.718 1.895
H 3.280 -6.585 0.664
H 2.269 -5.015 1.296
H 3.519 -7.533 3.111
H 2.589 -6.035 3.860
H 5.150 -5.766 4.191
H 5.580 -6.069 2.354
H 3.594 -3.652 2.383
H 5.534 -3.528 2.288
H 5.582 -3.069 4.890
H 3.844 -3.949 5.134
H 0.881 -0.603 -0.330
H 2.177 0.468 -1.288
H 1.729 -1.331 -1.945
H 5.287 -0.163 -1.052
H 4.530 -1.502 -2.151
H 5.651 -2.028 -0.703
C -1.227 3.967 -4.459
O -0.287 4.247 -3.434
C 0.482 5.419 -3.706
C 1.061 5.995 -2.409
O 0.097 6.726 -1.637
C -0.909 5.941 -0.982
C -0.376 5.158 0.223
O 0.349 4.009 -0.212
C 1.345 3.615 0.719
H -0.711 3.719 -5.392
H -1.830 3.111 -4.146
H -1.897 4.819 -4.610
H -0.139 6.178 -4.192
H 1.297 5.132 -4.378
H 1.827 6.726 -2.681
H 1.553 5.232 -1.806
H -1.432 5.298 -1.692
H -1.646 6.663 -0.613
H -1.217 4.804 0.829
H 0.255 5.813 0.829
H 2.050 4.433 0.894
H 1.898 2.773 0.296
H 0.884 3.303 1.662
C -2.678 1.856 0.748
O -3.991 1.546 0.311
C -4.709 2.703 -0.119
C -5.851 2.309 -1.061
O -5.405 2.009 -2.393
C -4.685 0.779 -2.553
C -5.579 -0.462 -2.456
O -5.903 -0.737 -1.094
C -7.144 -1.413 -0.961
H -2.712 2.479 1.648
H -2.165 0.919 0.983
H -2.118 2.362 -0.044
H -4.039 3.398 -0.634
H -5.118 3.188 0.773
H -6.512 3.173 -1.166
H -6.455 1.497 -0.655
H -3.835 0.727 -1.870
H -4.271 0.815 -3.566
H -5.040 -1.332 -2.847
H -6.484 -0.303 -3.049
H -7.951 -0.822 -1.403
H -7.356 -1.535 0.105
H -7.093 -2.400 -1.430
```

* maximum force: 0.1457 Eh/bohr
* net charge: -1
* energy relative to the best compared isomer or geometry (same formula, charge and spin): 171.9 kcal/mol
* orbital gap: 7.8 eV
* LUMO: 2.21 eV
* E_tot: -2849.33347 Eh

***

Q: The lowest E_tot belongs to which entry?
A: C21H49Cl8FNO4PSi2